[1]
# C30H36CsN13O6S3

A molecular structure, C30H36CsN13O6S3 (ωB97M-V with the def2-TZVPD basis set, the OMol25 dataset).

- HOMO (eV) = -3.3
- Kohn-Sham gap (Eh) = 0.242
- total charge = -2

Cartesian coordinates (Å):
1 N -0.3103 6.5634 3.6131
2 H -3.3917 -1.6555 -6.9240
3 H 5.0920 -4.1276 2.4155
4 H -2.8440 1.8429 -2.9656
5 C -4.0172 -2.2748 -3.5354
6 H -5.2145 -2.2551 -5.3103
7 C 3.9240 -3.2399 -0.2088
8 C -0.9689 2.8465 -3.0591
9 C -3.8938 -3.7828 -3.5895
10 H 1.6384 3.9060 -4.2304
11 N 1.1465 8.1362 4.6072
12 C 4.2441 -4.6184 1.9254
13 N -0.0503 1.9418 -2.5582
14 O -1.5740 9.6523 3.8497
15 N -0.3873 3.7262 -3.8048
16 N 2.3827 -3.0521 1.6177
17 H 1.6868 2.5159 0.0508
18 C -0.8499 4.0922 2.4050
19 C -1.6457 -3.5497 -2.5672
20 S 2.6832 1.6268 -2.6679
21 H -5.3195 -0.8502 -2.6289
22 C -5.0228 -2.4174 -1.1749
23 N 2.1810 -3.2660 2.9424
24 C -0.0651 7.6576 4.3235
25 C 5.2048 -3.6460 -0.6116
26 H -1.6038 4.5293 3.0461
27 H 1.7860 -4.9838 6.4895
28 Cs 0.2064 -2.2040 -0.3646
29 H -4.5014 -0.6927 -4.8883
30 C 2.0440 -3.0041 5.6332
31 C 0.9854 2.9749 0.7430
32 H -2.9450 -3.0949 -6.0062
33 H -2.0938 2.5077 1.6601
34 C 0.4194 4.6628 2.3469
35 H -4.9612 -3.5067 -1.1234
36 H -2.5450 2.9907 -1.6579
37 N 0.8861 -2.9823 4.7674
38 C 0.9512 -3.1849 3.4033
39 C -5.2048 -1.9343 -2.6116
40 C 1.1952 2.2939 -2.9877
41 S -0.5581 -3.3514 2.6245
42 H -0.3894 1.2058 -0.7713
43 N -0.3024 0.8535 -1.7286
44 H 2.8914 5.7022 3.0983
45 H 2.7848 -4.9290 5.0215
46 C -3.1529 -2.0250 -5.9255
47 H 3.1638 7.8176 4.4059
48 C 3.6570 -2.0792 -2.1835
49 H -5.8641 -2.1033 -0.5559
50 N 0.9384 3.3703 -3.7548
51 H -6.0997 -2.3823 -3.0486
52 C 3.4244 -3.6311 1.1292
53 H -0.0098 -3.1868 5.1717
54 S -1.4969 8.6398 4.8946
55 O -0.6977 -4.2023 -2.1423
56 H 2.3485 4.4846 1.3894
57 H 5.8219 -4.2570 0.0296
58 H 3.0121 -1.4370 -2.7759
59 O -2.8299 -0.3174 -2.9740
60 H -2.6347 -5.2911 -3.0535
61 H -2.9199 3.6000 -3.2833
62 C 2.1766 7.4337 4.1639
63 H 3.6116 -5.0389 2.7026
64 O -1.0901 9.1314 6.1983
65 H 6.6973 -3.5238 -2.1437
66 H 2.8373 -2.4367 5.1502
67 H 5.2670 -2.0612 -3.6017
68 N -1.6823 -2.2031 -2.5645
69 C -2.7723 -1.5566 -2.9942
70 C 2.5485 -4.4137 5.9531
71 C 1.3531 4.0762 1.4979
72 C 5.7019 -3.2283 -1.8333
73 O -4.7617 -4.5054 -4.0485
74 N -2.7446 -4.2882 -3.0689
75 H 4.6252 -5.4258 1.2992
76 N -0.2289 2.4297 0.7979
77 C 0.7287 5.8680 3.1563
78 H -4.1130 -2.0069 -0.7318
79 H 1.7826 -2.4880 6.5606
80 C 4.9198 -2.4230 -2.6431
81 O -2.6005 7.6988 4.9184
82 C -1.1182 2.9800 1.6253
83 C 2.0321 6.2676 3.4286
84 C -4.3066 -1.7629 -4.9584
85 H 3.4489 -4.3742 6.5734
86 C -2.4137 2.8152 -2.7280
87 H -1.1665 0.4042 -2.0433
88 H -2.2425 -1.5250 -5.5887
89 N 3.1763 -2.4683 -1.0089

=====

[2]
# C30H36F6N6O18

11 unconnected molecules or ions with the total composition C30H36F6N6O18 (ωB97M-V with the def2-TZVPD basis set, the OMol25 dataset).

- HOMO (eV) = -9.6
- Kohn-Sham gap (Eh) = 0.338

Cartesian coordinates (Å):
1 H 0.2322 -3.8131 -0.8722
2 C -1.3284 -0.0792 3.5063
3 F 1.3687 0.7684 -1.9341
4 H -4.3414 -1.5145 1.9684
5 C -2.2890 1.4918 1.1000
6 H 3.9019 -1.3011 -0.2925
7 C 2.8239 -1.9730 3.9505
8 H -1.8480 -1.0344 3.4300
9 C 1.9176 -1.5457 -0.9603
10 O -2.1208 -0.2938 -5.3909
11 H -1.2831 2.0708 -4.3222
12 H 1.7473 1.6054 -0.1268
13 H 3.6270 -0.1727 1.1941
14 H -3.0741 1.0934 -3.0765
15 H -3.4285 -1.7066 3.5212
16 H -0.1502 -1.1729 -0.2915
17 H 2.4216 0.0624 3.0337
18 C 4.5406 0.3119 0.8497
19 C 4.9591 1.4740 1.7105
20 H 4.7706 2.4986 1.3897
21 C -1.0264 2.1180 -1.1918
22 O -3.2955 -0.0459 -0.1688
23 F -1.4039 -0.2592 -1.1418
24 C 2.0143 3.0410 -1.7441
25 C 6.6664 0.1095 1.6328
26 H 1.9384 3.6565 -0.8477
27 C -3.5803 2.2929 0.9575
28 F -1.1842 -2.0486 -2.1360
29 C -0.1520 -0.2969 0.3571
30 H -1.8865 0.6322 4.1150
31 H -2.8998 -1.1691 -2.9365
32 C -2.7098 2.0188 -2.6305
33 H -1.8459 1.1735 0.1564
34 C 1.2223 -0.0082 0.7500
35 H -3.2901 3.3321 1.1119
36 C -3.8968 0.5874 2.3687
37 H 2.7831 -2.0726 0.8593
38 H -0.5581 -2.2800 -0.5636
39 O 3.3903 3.2452 -2.0244
40 H -0.6961 -0.3627 1.2993
41 O 5.4574 2.2705 -1.6564
42 N 3.0833 -2.8185 4.7424
43 C -2.4928 -0.9834 -0.7583
44 H 4.3551 0.5432 -0.1992
45 C -0.2186 -3.2015 -0.0906
46 O -2.6045 0.4300 2.0214
47 C -3.3333 -1.3944 -1.9621
48 H 1.3461 -1.2323 2.6296
49 C -1.3361 -0.4203 -4.4610
50 C -0.2005 -1.5187 -2.8782
51 O -5.2833 0.9944 -0.6181
52 N -1.5911 -1.8842 1.0496
53 C -0.0032 -0.4724 4.0689
54 F 4.2060 1.2302 2.8358
55 C -4.4453 0.1334 -0.8899
56 N 1.0400 -0.7047 4.4863
57 C 3.0964 -2.0274 -0.1837
58 C 2.0892 1.6003 -1.1618
59 C 2.3835 -1.0168 2.8854
60 O -0.3947 1.9923 -0.1295
61 H -4.0321 -3.1428 2.6909
62 O -1.1901 0.4559 -3.5193
63 O 7.7760 -0.3874 1.7086
64 C -1.5019 2.5418 -3.3639
65 O -0.6056 -1.5132 -4.2382
66 H 3.3853 -3.0255 -0.5128
67 O -0.4832 2.3784 -2.3700
68 H -1.2241 0.3670 2.5173
69 O 6.3166 1.2863 1.9244
70 O -4.4983 -0.2125 3.0755
71 C -3.6511 -2.1323 2.5428
72 H -0.4924 0.5983 -0.1633
73 H -3.6507 2.5531 -2.7625
74 H 0.6865 0.4951 -3.0981
75 H -3.4961 -2.4721 -1.9572
76 C 4.2076 2.2304 -1.6733
77 N 2.2881 0.1709 1.1231
78 C -2.5184 -1.9680 1.6912
79 F -1.5700 3.8029 -3.5309
80 H 2.9567 -1.2409 1.9858
81 H 1.3357 3.2718 -2.5653
82 N 1.5702 -2.7969 1.7921
83 O 3.4498 1.2145 -1.3498
84 O 5.6807 -0.5516 0.9913
85 O -4.5100 -0.6868 -1.8858
86 N 0.9669 -1.2026 -1.5792
87 F -1.3507 2.3083 1.6805
88 H -3.9680 2.3769 -0.0578
89 C 0.7706 -2.9876 0.9746
90 H -0.2984 0.3038 -1.5802
91 H -2.2015 -1.8686 -0.1930
92 O -4.4741 1.6476 1.7887
93 H -1.0981 -3.6981 0.3192
94 C -0.1997 0.0585 -2.6376
95 H 0.7809 -1.9877 -2.8067
96 O -2.3468 1.8598 -1.3016

=====

[3]
# C30H36F8N2O28P2

8 unconnected molecules or ions with the total composition C30H36F8N2O28P2 (ωB97M-V with the def2-TZVPD basis set, the OMol25 dataset).

- SMILES = NC(=O)CC[C@](CCCF)(OC(=O)N=C=O)PP(=O)(O)O.O=C1OC[C@@H](F)O1.O=C1OC[C@@H](F)O1.O=C1OC[C@@H](F)O1.O=C1OC[C@@H](F)O1.O=C1OC[C@@H](F)O1.O=C1OC[C@@H](F)O1.O=C1OC[C@@H](F)O1
- HOMO (eV) = -9.1
- Kohn-Sham gap (Eh) = 0.337

Cartesian coordinates (Å):
1 O -1.7737 5.1775 7.1880
2 O 6.1950 -3.4518 -7.1143
3 C 2.7894 1.1642 1.4404
4 C 1.1256 -0.1397 0.7628
5 C 0.0004 -3.4581 -4.5419
6 H -1.3603 -7.9518 -5.3494
7 C -2.2181 -3.3481 -7.8252
8 C 6.5914 -2.0820 -7.0667
9 C -3.4037 3.9067 -4.3612
10 H 3.7237 0.6321 1.2465
11 O 1.8039 0.2469 1.8821
12 C 5.6696 -1.5223 -6.0223
13 C -7.9842 3.3121 7.6919
14 H -1.0399 2.6083 -5.9394
15 H -2.6324 4.1204 -6.9951
16 C 1.0389 -2.3949 -5.0607
17 C -2.7955 5.8832 7.8744
18 C -0.0128 -1.8028 5.1431
19 H 7.6412 -1.9864 -6.7936
20 F -8.0599 4.0890 5.4676
21 C -3.0407 3.2630 -6.4539
22 H 0.3191 -4.4555 -6.4655
23 H 2.8946 2.1020 -0.5098
24 C 0.9298 -0.7410 4.6569
25 F -3.5996 2.3950 -7.3331
26 N -0.7557 -0.9065 -2.4965
27 H 1.5060 2.6165 0.4661
28 F 2.9853 2.0901 2.4082
29 O 0.8100 0.2573 5.6695
30 P 0.4308 -3.8507 -2.7112
31 C -0.4824 -7.3003 -5.0774
32 O 3.5266 -4.0694 -3.5939
33 H -7.0885 2.3942 5.9152
34 C 0.3717 -0.3721 6.7969
35 F 0.5604 -7.6754 -5.9555
36 C 4.9211 -3.5111 -6.6538
37 C -1.0851 4.4971 8.1449
38 C 1.3872 -1.2420 -4.0232
39 H -2.3228 1.5299 -5.3650
40 O 1.3735 0.6961 -0.2838
41 C -1.8416 -2.6033 -5.7457
42 O 3.1498 3.2723 7.6932
43 C 4.2070 3.8080 7.0311
44 O 5.2763 3.9997 7.5159
45 H -1.6829 -0.5182 -2.7000
46 H 1.9750 -2.9686 -5.3005
47 H 6.4389 -1.6251 -8.0470
48 F 0.4129 -3.0386 4.7873
49 H 1.9914 -0.4959 -4.6071
50 F 1.9513 4.1197 4.5841
51 H -1.0490 -1.6660 4.8242
52 C -5.8099 3.7910 7.9094
53 H -3.7147 5.2803 7.8890
54 O -2.1651 -3.0404 -8.9441
55 C 2.6886 3.3949 5.4649
56 F 5.3667 -0.2269 -6.2762
57 O -0.3347 3.5990 7.9205
58 O -2.1776 3.3204 -4.3463
59 O 2.8793 -4.4880 -1.1793
60 O -6.1224 4.0714 6.6157
61 C -2.0575 2.5716 -5.5552
62 H -8.5720 4.2068 7.9083
63 H -2.9369 6.1820 10.0147
64 H -1.4661 -5.8166 -6.3004
65 H 3.4973 -4.5927 -4.4329
66 C 2.1586 1.7751 0.2230
67 O -6.8639 3.2554 8.5735
68 O 0.0707 -1.6811 6.5504
69 H -1.5674 7.0175 9.2555
70 O -1.3748 -3.0069 -4.5151
71 C -7.3234 3.3705 6.3459
72 P 2.4017 -4.7426 -2.5767
73 O -1.3642 4.9667 9.3897
74 C 2.0279 3.3350 6.8090
75 O 2.4519 -6.3886 -2.8058
76 O -1.7515 -1.4591 -6.1243
77 H 6.0357 -1.6193 -4.9974
78 H 1.3907 2.4632 6.9219
79 N -2.5444 -3.5378 -6.6372
80 O 4.2534 -4.4995 -6.6531
81 O 4.5003 -2.3036 -6.1841
82 H 1.2035 -5.2867 -5.1465
83 C 0.2339 -4.7842 -5.3875
84 C -0.9487 -5.8238 -5.3055
85 F -3.0241 7.0605 7.2272
86 H -0.2536 -7.5444 -4.0087
87 C 0.1219 -0.4560 -3.5485
88 H -0.4721 -4.8816 -2.2774
89 O -4.7389 3.9868 8.3973
90 O -0.1182 0.6165 -4.0856
91 H 2.0409 -1.5890 -3.1875
92 H 2.9203 2.4188 5.0315
93 O -4.0389 3.7036 -5.5533
94 H 3.2406 -6.6837 -2.3039
95 H 0.6485 -0.3474 3.6857
96 H 0.7433 -1.8807 -6.0061
97 H -8.6207 2.4364 7.8088
98 H 1.4460 4.2244 7.0282
99 O -3.8627 4.5232 -3.4552
100 H -1.7020 -5.5660 -4.5229
101 O 0.4135 -1.0899 0.7106
102 C -2.1888 6.1188 9.2256
103 O 3.8911 4.0931 5.7318
104 H 1.9646 -1.0882 4.6099
105 H -0.5060 -0.5151 -1.5837
106 O 0.2610 0.1534 7.8544

=====

[4]
# C30H36N4O6

C30H36N4O6 in the gas phase (ωB97M-V with the def2-TZVPD basis set, the OMol25 dataset).

- SMILES = COc1cc(C[C@@H]2C(=O)N(C)C(C)(C)N2/C=C/[C@H](c2ccccc2)n2c(=O)ccn(C)c2=O)cc(OC)c1OC
- HOMO (eV) = -7.1
- Kohn-Sham gap (Eh) = 0.275

Cartesian coordinates (Å):
1 H -3.8633 -0.5554 3.7423
2 C -0.7643 -0.7476 1.1939
3 H -0.2871 -1.1094 -0.8846
4 C 0.2802 -4.9022 0.6073
5 H 1.3178 8.4835 -1.7217
6 H 5.7584 2.6100 -4.0364
7 C 1.7395 0.9507 -4.1232
8 H -3.2533 1.0304 4.2738
9 C -2.1719 -4.9631 0.5952
10 O -0.9029 -6.9243 1.1553
11 N -0.7058 0.7117 1.0733
12 C -3.5316 0.4274 3.4026
13 H 1.0802 0.5402 0.1207
14 H 2.7802 -4.1128 1.5151
15 H 2.2391 2.4764 -0.7435
16 H -3.1472 -3.1577 -0.0936
17 H -4.2629 -3.9831 1.9498
18 C 0.2523 6.7470 -0.9393
19 N 1.9875 2.6274 -2.3765
20 N 3.9127 1.6803 -3.5070
21 H 0.0898 -6.8056 3.0031
22 H -3.3202 1.1318 0.2151
23 C 1.3191 3.0535 -1.0412
24 H -0.5527 4.9600 -0.2189
25 O -3.2385 -5.6257 1.1179
26 H -4.3576 0.9319 2.8886
27 O 0.3625 1.0539 -2.2124
28 C 5.3720 1.6011 -3.7645
29 H -2.0285 -1.1055 -0.5269
30 H -0.5534 7.3450 -0.4829
31 H -0.7861 3.2454 2.2926
32 H 2.8957 -4.6819 -0.1913
33 O 1.3898 -5.5956 0.9715
34 H -0.9133 2.0597 3.6313
35 C 2.3695 5.2116 -1.9250
36 O 4.2690 2.9740 -1.6585
37 C 0.2157 5.3421 -0.8632
38 C -1.8731 -0.9576 2.2324
39 H -4.9082 -4.5819 0.3717
40 H 0.2001 -1.1141 1.6074
41 C -1.4267 2.4955 2.7651
42 C 1.2625 4.5278 -1.3734
43 C -4.4578 -4.8755 1.3329
44 H 1.1509 -2.9725 0.1364
45 H 3.3122 4.6984 -2.0600
46 C 0.2276 -3.5565 0.2317
47 C -0.9306 -5.6282 0.7305
48 H 3.3893 -5.7630 1.1553
49 C 1.2997 1.5196 -2.8802
50 H 5.9511 1.2019 -2.9010
51 C -0.8448 -7.2003 2.5900
52 C -2.1919 -3.6547 0.1070
53 C 1.3239 7.3733 -1.5956
54 C 3.0496 0.9701 -4.3081
55 H -2.3921 2.6698 0.1115
56 H 5.4715 0.9215 -4.6391
57 C 3.4644 2.4984 -2.4917
58 H -1.7166 -6.7623 3.0894
59 C 0.2252 2.5282 -0.2531
60 C -1.0052 -2.9322 0.0382
61 H 1.0509 0.2825 -4.6621
62 O -2.2121 -2.0233 2.7477
63 H -3.6521 2.4559 1.3550
64 H -2.3345 2.9978 3.1280
65 H -0.4369 3.2895 0.1891
66 C 2.6909 -4.9825 0.8474
67 H -5.1181 -5.5650 1.8626
68 C -1.0431 -1.4418 -0.1545
69 C -1.8296 1.3892 1.7724
70 C 2.4008 6.5902 -2.0852
71 C -2.8613 1.9488 0.7880
72 C 0.2219 1.2530 0.2564
73 H -0.8670 -8.2884 2.6519
74 N -2.4011 0.2678 2.5130
75 H 3.5775 0.4031 -5.0890
76 H 3.2430 7.0921 -2.5563

=====

[5]
# C30H37GeIrN5Te

A molecular structure, C30H37GeIrN5Te (ωB97M-V with the def2-TZVPD basis set, the OMol25 dataset).

- HOMO (eV) = -16.4
- Kohn-Sham gap (Eh) = 0.235
- total charge = +3

Cartesian coordinates (Å):
1 H 5.4495 -1.9663 3.7621
2 C -3.3784 0.7755 -3.1505
3 H 3.0853 3.3550 -1.9738
4 H 3.1540 2.0234 1.4923
5 H 6.2734 -1.4163 0.3042
6 H 4.6023 2.7052 -3.7960
7 H -1.7026 -0.1118 -4.1319
8 C -1.1084 0.7678 -2.2364
9 H -4.0953 0.4881 -3.9067
10 C -3.7829 1.5403 -2.0577
11 N 3.0883 -1.0230 2.8938
12 H -0.0810 0.8836 -2.5855
13 H -7.5500 -1.4431 -0.0448
14 C -5.4431 -1.6401 0.3096
15 C -0.6101 2.1620 -0.2120
16 H 2.1598 3.4649 1.2791
17 C 3.9071 -0.8800 1.7859
18 C -3.4140 -2.7440 -2.6677
19 C -4.4942 -1.0090 1.1133
20 C -3.6994 -2.1012 -1.3327
21 N 1.2510 -1.4699 4.1767
22 C 5.7782 -1.0073 3.3589
23 H -1.8703 -1.1064 2.4186
24 C -2.0550 0.4412 -3.2686
25 H -2.3741 -2.7225 -2.9807
26 H 0.2699 -1.6456 4.3163
27 H 1.8486 -1.6355 4.9700
28 Ge 1.2338 1.5356 -0.0753
29 H -1.3617 0.1767 1.2763
30 N 3.3814 -0.8582 0.5853
31 H 3.3626 -1.3817 -3.4402
32 C -3.1633 -0.9156 0.7473
33 H -4.8285 1.8163 -1.9685
34 H 1.6064 2.1767 2.3549
35 C 2.4209 0.0426 -2.1236
36 C 3.1196 2.3210 -2.2952
37 H -0.3946 3.4658 1.4723
38 H -4.0126 -2.2709 -3.4476
39 C -2.4288 3.4363 0.8129
40 C 2.3084 1.3692 -1.6884
41 H 6.8579 -1.0517 3.2680
42 N 5.2105 -0.7698 2.0249
43 C 1.7377 -1.2590 2.9459
44 H -3.7155 -3.7915 -2.6373
45 C -1.0794 3.0496 0.7422
46 C -5.0184 -2.1758 -0.8984
47 C 3.3046 -0.3506 -3.1169
48 C 6.1241 -0.5177 0.9066
49 N 0.9668 -1.2542 1.8913
50 H -7.1042 -2.8103 0.9589
51 H -5.7372 -2.6813 -1.5337
52 H -2.7479 4.1390 1.5703
53 Te -0.8272 -1.2969 -1.2836
54 H -4.8039 -0.5972 2.0669
55 C -2.2132 -0.3129 1.7454
56 C -2.7650 -1.4529 -0.4919
57 H 4.7664 0.3532 -4.5176
58 Ir 1.4520 -0.8957 -0.0076
59 H 1.7202 -0.8093 -1.8411
60 C -1.5193 1.6671 -1.1627
61 C 4.0868 0.6288 -3.7223
62 H -4.3765 3.1775 -0.0258
63 H 0.0006 -1.4540 2.1078
64 H -2.7245 0.4181 2.3701
65 H 3.5495 -0.9477 3.7872
66 C -2.8840 2.0273 -1.0861
67 H 7.0829 -0.2068 1.3074
68 H 5.5400 -0.1933 4.0475
69 C -6.8705 -1.7659 0.7442
70 C -3.3279 2.9112 -0.0734
71 C 3.9900 1.9524 -3.3174
72 H 5.7502 0.2957 0.2830
73 H -7.0731 -1.1830 1.6399
74 H 4.0663 -0.8245 -0.1578
75 C 2.1290 2.3832 1.4205